## P
Entry from the OMol25 dataset: an isolated ion of composition C2H6O2PS and charge -1 (ωB97M-V/def2-TZVPD).

Output
SMILES: CP([O-])SCO
Net charge: -1
Orbital gap, eV: 6.6875
Highest occupied orbital energy, Ha: -0.10538

Geometry (Å):
H 1.030 1.611 0.215
O -1.467 -1.913 1.610
H 0.336 -1.278 2.251
H -0.650 -0.023 1.423
O 0.000 -0.047 -2.799
C -0.352 -1.079 1.424
H 1.716 1.572 -1.439
H -1.919 -1.953 0.756
P -0.372 0.249 -1.397
S 0.579 -1.368 -0.119
H 0.297 2.585 -1.076
C 0.803 1.643 -0.849

---

## Q
Entry from the OMol25 dataset: an isolated ion of composition C2H6O2PS and charge -1 (ωB97M-V/def2-TZVPD).

Output
Net charge: -1
Orbital gap, eV: 6.7071
Highest occupied orbital energy, Ha: -0.10682

Geometry (Å):
H 0.590 1.236 -0.760
H 2.648 -0.182 0.056
H 1.632 -0.936 1.069
H 0.133 0.839 0.773
H 1.579 -1.508 -0.642
O -2.184 -0.246 0.708
H -1.495 -0.156 1.365
S -2.752 1.373 0.506
C 1.664 -0.572 0.037
P -0.902 -0.558 -0.961
C 0.550 0.407 -0.155
O -1.465 0.303 -1.996

---

Short version: P is the most stable of them.

---

## P
Entry from the OMol25 dataset: C16H15N5O3S3TeW as an isolated structure (ωB97M-V/def2-TZVPD).

Output
Multiplicity: 3
Orbital gap (alpha / beta), eV: 6.6158 / 7.1314
Highest occupied orbital energy (alpha / beta), Ha: -0.27467 / -0.28596

Geometry (Å):
C 1.916 -1.177 -0.791
C 1.816 2.911 -0.396
H -2.275 -3.481 3.913
N 2.892 -1.813 -0.860
C -1.537 -2.996 3.285
C 0.038 2.586 3.895
C 4.972 0.305 1.470
H 7.606 2.479 0.565
C -0.951 -3.691 2.235
H 3.013 5.538 6.027
O 2.006 1.836 0.482
H 5.113 -0.982 -0.243
C 1.438 4.337 5.533
W 1.280 0.212 1.118
Te 3.393 -0.441 2.656
H 2.584 4.800 3.771
C 0.382 3.570 6.046
H 0.499 -3.456 0.621
H 2.741 3.484 -0.473
N 0.184 0.102 2.927
N 2.105 5.236 6.336
H -1.226 -4.717 2.039
S 5.794 1.717 2.029
H 2.038 5.093 7.330
C 5.491 -0.118 0.284
H 1.547 2.541 -1.390
C -0.344 -1.179 2.802
C 6.561 0.698 -0.172
C -0.310 2.699 5.235
H 0.110 3.668 7.090
N 0.281 -1.762 1.759
H 1.011 3.561 -0.041
N -1.238 -1.734 3.589
C -0.019 -3.023 1.467
S -0.789 1.428 2.881
C 6.840 1.728 0.673
O -2.094 1.146 3.385
C 1.076 3.342 3.366
H -1.124 2.102 5.628
H 7.100 0.522 -1.092
H 1.344 3.238 2.325
O -0.633 1.856 1.483
S 0.423 -0.428 -1.052
C 1.772 4.211 4.180

---

## Q
Entry from the OMol25 dataset: C16H15N5O3S3TeW as an isolated structure (ωB97M-V/def2-TZVPD).

Output
Multiplicity: 3
Orbital gap (alpha / beta), eV: 7.3091 / 7.5238
Highest occupied orbital energy (alpha / beta), Ha: -0.28472 / -0.29995

Geometry (Å):
C 0.158 2.464 0.629
N 0.275 -0.281 3.230
C 1.134 3.432 0.484
C 0.270 -5.055 -1.555
H 3.007 -1.869 3.632
H 5.418 0.659 1.173
H 6.478 1.752 5.598
O 2.953 -2.657 1.161
H 6.519 1.583 3.192
N 6.001 0.872 5.689
H -1.432 -6.220 -2.314
C 2.448 2.994 0.415
H 0.966 -5.158 -2.376
O -1.327 -0.966 0.011
C -0.486 -4.357 0.521
N 1.915 -0.494 0.787
C 4.371 -0.591 4.675
Te -0.550 -3.399 2.399
H 0.884 4.480 0.428
C 4.155 -0.652 2.290
H 4.080 -0.948 5.655
C -0.708 0.286 3.620
C -0.970 -5.616 -1.549
H 1.500 -3.851 -0.154
S -2.000 1.045 4.131
H 5.517 0.759 6.563
H -0.896 2.704 0.700
S -1.804 -5.265 -0.099
C 5.137 0.319 2.160
S 3.360 -1.306 0.875
H -3.115 -1.985 0.145
N 0.487 1.181 0.682
C -2.746 -0.970 -0.013
C 5.365 0.390 4.562
H -3.074 -0.603 -0.985
H 3.260 3.702 0.296
C 1.799 0.862 0.635
C 5.742 0.834 3.289
O 4.133 -1.015 -0.292
N 2.800 1.714 0.494
W -0.008 -1.077 1.298
H -3.133 -0.320 0.774
C 3.772 -1.107 3.547
C 0.555 -4.334 -0.363

---

Short version: Q is the most stable of them.

---

## P
Entry from the OMol25 dataset: a 2-piece molecular cluster, C4H13NOS overall (ωB97M-V/def2-TZVPD).

Output
SMILES: CSCCCN.O
Orbital gap, eV: 8.9710
Highest occupied orbital energy, Ha: -0.30583

Geometry (Å):
H -1.617 1.417 1.569
H 3.400 0.606 -1.905
C 0.527 0.408 -1.102
H -2.869 0.590 0.892
C -0.978 0.371 -1.397
H -1.317 -0.558 -0.935
H 3.403 -0.681 -0.769
H 0.958 1.371 -1.369
S 1.396 -0.886 -2.039
O -1.569 -0.971 6.743
C -1.692 1.478 -0.611
H 3.683 -1.003 -2.522
H -2.681 1.565 -1.061
H -2.270 -0.489 6.299
H 0.580 0.148 -0.048
H -1.139 2.402 -0.478
N -1.968 1.002 0.726
H -1.365 -1.687 6.127
H -1.204 0.344 -2.463
C 3.113 -0.442 -1.787

---

## Q
Entry from the OMol25 dataset: a 2-piece molecular cluster, C4H13NOS overall (ωB97M-V/def2-TZVPD).

Output
SMILES: CSCCCN.O
Orbital gap, eV: 9.1520
Highest occupied orbital energy, Ha: -0.30441

Geometry (Å):
H 0.160 2.187 1.671
H 1.206 0.343 -0.533
S -1.164 0.524 -2.262
O 1.231 -2.043 0.212
C -0.928 0.672 -0.451
N 0.518 0.248 2.201
C -1.353 -1.287 -2.344
H -2.239 -1.558 -1.766
H 0.850 0.395 3.142
H -1.491 -1.631 -3.358
H -1.521 1.580 -0.299
H -0.476 0.106 2.268
H 1.002 -1.378 0.883
H -1.373 -0.083 0.190
H 0.758 2.001 -0.708
H 1.880 1.601 1.410
C 0.823 1.388 1.315
C 0.512 1.098 -0.138
H -0.486 -1.767 -1.897
H 2.094 -2.395 0.465

---

## R
Entry from the OMol25 dataset: a 2-piece molecular cluster, C4H13NOS overall (ωB97M-V/def2-TZVPD).

Output
SMILES: CNCCCS.O
Orbital gap, eV: 9.8075
Highest occupied orbital energy, Ha: -0.33096

Geometry (Å):
H -3.591 0.831 0.882
C 1.512 -1.920 0.544
C 0.285 0.110 0.996
H -0.013 -1.243 -0.413
N 0.774 -0.774 -0.031
H -0.401 -0.403 1.718
H -1.163 0.053 -1.306
C -0.520 1.261 0.343
H 1.252 0.577 -1.360
H 2.343 -1.585 1.163
H 1.864 -2.423 -0.323
O 1.231 1.083 -2.119
H 0.780 -2.564 1.075
H 1.107 0.606 1.593
H -2.175 1.518 -1.110
H 0.263 1.763 -0.262
H -0.842 1.980 1.144
C -1.646 0.679 -0.493
S -2.733 -0.129 0.724
H 1.675 0.578 -2.766

---

## S
Entry from the OMol25 dataset: a 2-piece molecular cluster, C4H13NOS overall (ωB97M-V/def2-TZVPD).

Output
SMILES: CNCCCS.O
Orbital gap, eV: 9.1022
Highest occupied orbital energy, Ha: -0.31614

Geometry (Å):
N 0.590 0.774 0.845
H 1.918 1.335 2.341
H 1.212 -0.014 0.746
C -0.330 0.166 -1.407
H -1.509 -0.060 1.309
H 0.441 -0.186 -2.097
H -0.104 -1.704 -0.208
C 1.197 1.803 1.674
H -1.328 -1.729 -1.489
H -1.194 0.383 -2.031
H 1.696 2.613 1.135
H 3.656 -1.522 -0.350
H 0.969 1.794 -0.957
H 0.425 2.227 2.323
O 2.815 -1.383 -0.828
H -0.649 1.974 -0.254
C 0.141 1.252 -0.468
C -0.884 -1.128 -0.698
H 2.679 -0.453 -0.697
S -2.245 -0.748 0.412

---

Short version: Q is the most stable of them.

---

## P
Entry from the OMol25 dataset: a 2-piece molecular cluster, C4H13NOS overall (ωB97M-V/def2-TZVPD).

Output
SMILES: NCCCCS.O
Orbital gap, eV: 9.7797
Highest occupied orbital energy, Ha: -0.32882

Geometry (Å):
H 0.491 -3.030 -0.702
H -1.319 2.040 -0.894
C -1.502 -0.286 -0.010
C -1.176 0.936 0.799
H 1.012 2.491 0.292
C 0.850 -0.733 -0.816
H -0.469 0.530 -1.916
O 1.955 2.210 0.529
H -1.476 -1.215 0.685
C -0.597 -0.426 -1.221
S 0.927 -2.231 0.305
H 1.490 -0.902 -1.654
H -0.121 1.014 1.123
N -1.565 2.212 0.098
H 1.269 0.055 -0.249
H -2.681 -0.084 -0.399
H -0.911 -1.117 -2.000
H -1.716 1.034 1.832
H 1.952 2.189 1.446
H -2.491 2.580 0.126

---

## Q
Entry from the OMol25 dataset: C4H13NOS as an isolated structure (ωB97M-V/def2-TZVPD).

Output
Orbital gap, eV: 4.0424
Highest occupied orbital energy, Ha: -0.30344

Geometry (Å):
H 2.026 0.614 0.534
C -0.306 -0.516 -1.124
H 0.307 -2.233 -4.842
C -1.084 0.880 0.950
H -1.097 -1.307 0.827
H 0.156 -1.678 -4.323
H 1.937 2.072 1.685
H -0.666 -1.214 -1.913
H -1.163 1.867 0.198
H 1.059 -1.768 2.556
S 0.064 0.933 -2.172
C 1.446 1.477 0.943
H 1.201 2.087 0.074
N 0.213 0.996 1.602
H 0.314 0.097 2.081
H -2.323 -0.419 -0.241
O 0.403 -1.479 2.003
C -1.316 -0.513 0.113
H 0.597 -0.942 -0.716
H -1.769 1.045 1.763

---

Short version: P is the most stable of them.

---

## P
Entry from the OMol25 dataset: a 2-piece molecular cluster, C4H13NOS overall (ωB97M-V/def2-TZVPD).

Output
SMILES: CCNCCS.O
Orbital gap, eV: 8.9029
Highest occupied orbital energy, Ha: -0.30627

Geometry (Å):
H -0.494 3.215 3.049
H 2.317 0.268 -2.339
S -1.854 -1.801 -0.772
H 1.985 1.815 0.234
H -0.899 -1.812 1.300
H -0.320 0.189 -1.284
C -0.388 -1.823 0.335
O -1.380 3.195 3.434
H -1.210 3.565 4.299
H 1.627 -1.297 0.282
H 1.127 1.593 -2.148
H 3.260 0.634 -0.075
H -2.264 -0.608 -0.261
H 0.654 -0.001 1.052
H 3.175 2.083 -1.094
H 0.102 -2.793 0.182
C 0.708 -0.702 0.202
N 0.616 -0.130 -1.106
C 2.603 1.349 -0.547
C 1.624 0.762 -1.652

---

## Q
Entry from the OMol25 dataset: a 2-piece molecular cluster, C4H13NOS overall (ωB97M-V/def2-TZVPD).

Output
SMILES: C[C@H](N)CCS.O
Orbital gap, eV: 9.8364
Highest occupied orbital energy, Ha: -0.32913

Geometry (Å):
C -0.699 0.602 -0.800
H -1.030 3.699 1.134
H 0.941 -2.087 0.306
C -1.119 1.361 0.459
H -0.664 1.187 -1.706
S -0.093 2.821 0.756
N 0.155 -1.467 0.155
H 0.499 -0.940 -2.642
O 0.491 -1.156 3.034
H -1.512 -0.114 -0.958
H -0.207 -1.711 3.409
C 1.225 -0.566 -1.909
H -1.054 0.676 1.307
H 0.208 -0.979 2.117
H 1.735 0.286 -2.307
H -2.167 1.670 0.359
H -0.523 -2.009 -0.375
H 1.246 0.311 0.040
C 0.544 -0.270 -0.567
H 2.023 -1.315 -1.812

---

Short version: Q is the most stable of them.